{
  "formula": "C5H6N2",
  "method": "ωB97M-V with the def2-TZVPD basis set",
  "e_tot_ev": -8259.576,
  "orbital_gap_ev": 10.61,
  "homo_energy_ev": -9.70,
  "lumo_energy_ev": 0.910,
  "smiles": "N#C[C@H]1[C@H]2CCN21",
  "species": ["N", "C", "C", "C", "C", "C", "N", "H", "H", "H", "H", "H", "H"],
  "xyz": [[2.2537, -0.3182, 1.4015], [1.7519, 0.3884, 0.6355], [1.0716, 0.5000, -0.6350], [0.0126, -0.5047, -0.9082], [-0.8383, -0.8383, 0.3080], [-1.0140, 0.6896, 0.4586], [-0.2853, 0.9717, -0.8248], [1.7675, 0.7016, -1.4398], [0.0123, -1.0501, -1.8460], [-1.7716, -1.3353, 0.0232], [-0.3638, -1.3930, 1.1242], [-2.0392, 1.0402, 0.3583], [-0.5573, 1.1481, 1.3443]],
  "forces_ev_per_angstrom": [[0.1, 1.2, 0.4], [0.3, -2.0, 0.3], [0.0, -0.1, -0.3], [-0.1, 0.0, -0.2], [0.0, 0.0, 0.0], [-0.2, 0.1, 0.2], [-0.1, 0.3, -0.1], [-0.2, 0.2, -0.1], [0.0, 0.1, 0.0], [0.2, 0.1, 0.1], [0.0, 0.1, -0.2], [0.0, -0.1, 0.1], [-0.1, 0.0, -0.2]],
  "nbo_charge": [-0.285, 0.242, -0.209, -0.048, -0.441, -0.236, -0.348, 0.251, 0.212, 0.222, 0.227, 0.212, 0.200]
}


{
  "formula": "C5H6N2",
  "method": "ωB97M-V with the def2-TZVPD basis set",
  "e_tot_ev": -8260.691,
  "orbital_gap_ev": 8.87,
  "homo_energy_ev": -8.44,
  "lumo_energy_ev": 0.438,
  "smiles": "[H]/N=C1/C=CC(=C)N1",
  "species": ["H", "N", "C", "C", "C", "C", "C", "N", "H", "H", "H", "H", "H"],
  "xyz": [[-0.6947, 2.1863, 2.0444], [-0.4164, 1.1894, 2.1237], [-0.0562, 0.5809, 1.0769], [0.4458, -0.7513, 1.1120], [0.4745, -1.2467, -0.0947], [-0.0080, -0.2678, -1.1335], [-0.2708, -0.5757, -2.4243], [-0.0622, 0.9283, -0.4068], [0.7623, -1.3309, 1.9835], [0.8724, -2.2814, -0.4331], [-0.6631, 0.1519, -3.1654], [0.0370, -1.6107, -2.7701], [-0.4750, 1.6238, -0.8955]],
  "forces_ev_per_angstrom": [[0.0, -1.0, -0.4], [0.2, 1.3, -0.2], [-0.8, 2.1, -1.5], [0.6, -1.7, 0.8], [0.8, -2.6, -3.4], [1.0, -1.0, 0.8], [0.6, -0.3, 0.1], [1.0, -3.5, 2.7], [-0.3, 0.7, -0.1], [-0.9, 1.9, 0.8], [0.4, -0.6, 0.6], [-0.7, 1.5, 0.4], [-1.8, 3.2, -0.7]],
  "nbo_charge": [0.352, -0.650, 0.423, -0.283, -0.153, 0.138, -0.484, -0.630, 0.244, 0.223, 0.210, 0.218, 0.392]
}


{
  "formula": "C5H6N2",
  "method": "ωB97M-V with the def2-TZVPD basis set",
  "e_tot_ev": -8259.641,
  "orbital_gap_ev": 10.78,
  "homo_energy_ev": -9.86,
  "lumo_energy_ev": 0.921,
  "smiles": "N#C[C@H]1[C@H]2CCN21",
  "species": ["N", "C", "C", "C", "C", "C", "N", "H", "H", "H", "H", "H", "H"],
  "xyz": [[-2.4076, 1.0253, 1.0029], [-1.5204, 1.0005, 0.2620], [-0.3211, 1.1386, -0.5373], [0.9497, 0.5175, -0.1292], [0.7457, -0.6773, 0.7642], [-0.1838, -1.1970, -0.3963], [0.2335, -0.0424, -1.2857], [-0.2175, 2.1537, -0.9186], [1.8620, 1.0633, -0.3338], [1.7066, -1.1943, 0.8857], [0.3170, -0.5055, 1.7555], [0.1320, -2.1876, -0.7529], [-1.2962, -1.0948, -0.3165]],
  "forces_ev_per_angstrom": [[0.5, -0.2, -0.8], [-0.4, 0.6, 1.0], [0.0, 0.1, -0.1], [0.4, 0.3, 0.2], [-0.1, 0.0, 0.0], [-0.3, 0.0, 0.0], [-0.3, 0.3, -0.1], [-0.1, -0.5, -0.7], [0.1, 0.1, 0.4], [-0.5, -0.3, -0.2], [0.0, 0.1, -0.2], [-0.3, 0.5, -0.3], [1.0, -0.9, 0.5]],
  "nbo_charge": [-0.305, 0.255, -0.233, -0.054, -0.439, -0.242, -0.335, 0.258, 0.213, 0.223, 0.225, 0.219, 0.215]
}


{
  "formula": "C5H6N2",
  "method": "ωB97M-V with the def2-TZVPD basis set",
  "e_tot_ev": -8259.385,
  "orbital_gap_ev": 10.34,
  "homo_energy_ev": -9.83,
  "lumo_energy_ev": 0.517,
  "smiles": "C=CC1=NN=CC1",
  "species": ["C", "C", "C", "N", "N", "C", "C", "H", "H", "H", "H", "H", "H"],
  "xyz": [[-2.3801, -0.4432, -0.4095], [-1.4804, -0.0800, 0.4761], [0.0473, -0.2740, 0.1349], [0.6671, -1.4021, 0.2019], [2.0474, -1.1875, 0.0340], [2.2419, 0.0326, -0.1675], [1.0693, 0.8622, 0.0062], [-3.3548, -0.6812, -0.1155], [-2.1647, -0.4323, -1.4473], [-1.8381, 0.2606, 1.5141], [3.2989, 0.2764, -0.3993], [0.9185, 1.4681, 0.9411], [0.9276, 1.6004, -0.7692]],
  "forces_ev_per_angstrom": [[0.4, 0.5, -0.1], [1.9, -0.3, 1.1], [-1.0, 1.3, 1.0], [-1.6, 0.2, 0.5], [-0.4, -1.8, -0.6], [3.1, 1.2, 0.5], [-1.9, 0.5, 0.4], [-1.6, 0.3, 0.3], [0.4, -0.9, -0.8], [1.1, -1.0, -1.4], [-0.9, 0.5, 0.2], [0.8, -0.6, -0.5], [-0.3, 0.0, -0.5]],
  "nbo_charge": [-0.350, -0.230, 0.237, -0.264, -0.241, 0.063, -0.577, 0.199, 0.197, 0.222, 0.210, 0.277, 0.259]
}


{
  "formula": "C5H6N2",
  "method": "ωB97M-V with the def2-TZVPD basis set",
  "e_tot_ev": -8261.026,
  "orbital_gap_ev": 10.41,
  "homo_energy_ev": -9.85,
  "lumo_energy_ev": 0.555,
  "smiles": "Cc1ccncn1",
  "species": ["C", "C", "C", "C", "N", "C", "N", "H", "H", "H", "H", "H", "H"],
  "xyz": [[-2.0665, -0.1325, 0.0591], [-0.4953, -0.1237, -0.2652], [0.3226, 1.1082, -0.2216], [1.7117, 0.8729, 0.0302], [2.2845, -0.2938, 0.0379], [1.4156, -1.2998, -0.1502], [0.0683, -1.3168, -0.0395], [-2.3401, 0.5514, 1.0011], [-2.4133, -1.1255, 0.3447], [-2.5457, 0.2959, -0.8556], [-0.0504, 2.1671, -0.2297], [2.3730, 1.7364, 0.3387], [1.7355, -2.4397, -0.0499]],
  "forces_ev_per_angstrom": [[1.0, 2.4, 0.3], [-0.9, 1.9, 3.3], [0.2, -1.7, 0.1], [-1.5, 3.2, 0.2], [-0.7, -2.4, -0.8], [0.3, -3.7, 2.2], [1.1, 1.7, -2.0], [0.9, -1.2, -2.2], [0.2, 0.0, -0.6], [-0.2, -0.5, 0.9], [0.1, -1.5, -0.1], [-0.8, -0.9, -0.6], [0.3, 2.7, -0.6]],
  "nbo_charge": [-0.650, 0.260, -0.318, 0.069, -0.455, 0.262, -0.469, 0.223, 0.238, 0.223, 0.237, 0.196, 0.183]
}


{
  "formula": "C5H6N2",
  "method": "ωB97M-V with the def2-TZVPD basis set",
  "e_tot_ev": -8261.098,
  "orbital_gap_ev": 8.13,
  "homo_energy_ev": -7.82,
  "lumo_energy_ev": 0.317,
  "smiles": "C=c1cnc(=C)[nH]1",
  "species": ["C", "C", "C", "N", "C", "C", "N", "H", "H", "H", "H", "H", "H"],
  "xyz": [[-2.3771, -0.1776, 0.0018], [-1.0735, 0.0899, -0.0091], [-0.3288, 1.4937, 0.0010], [0.9292, 1.3246, -0.0021], [1.2008, -0.0377, -0.0107], [2.4343, -0.5518, 0.0083], [0.0080, -0.7507, -0.0239], [-2.7453, -1.1892, 0.0038], [-3.1003, 0.6146, 0.0149], [-0.8040, 2.4540, 0.0144], [2.6024, -1.6131, 0.0034], [3.2877, 0.0964, 0.0270], [-0.0334, -1.7530, -0.0288]],
  "forces_ev_per_angstrom": [[0.1, 0.0, 0.0], [0.8, 2.2, 0.0], [-1.0, -2.7, 0.0], [0.0, 1.0, 0.0], [0.8, -0.9, 0.0], [-0.3, 0.1, 0.0], [0.0, -0.1, 0.0], [0.0, -0.2, 0.0], [-0.1, 0.2, 0.0], [-0.2, 0.3, 0.0], [0.0, -0.2, 0.0], [0.1, 0.2, 0.0], [-0.1, 0.0, 0.0]],
  "nbo_charge": [-0.497, 0.127, 0.101, -0.397, 0.289, -0.469, -0.605, 0.203, 0.213, 0.202, 0.198, 0.221, 0.413]
}


{
  "formula": "C5H6N2O",
  "method": "ωB97M-V with the def2-TZVPD basis set",
  "e_tot_ev": -10303.997,
  "orbital_gap_ev": 9.26,
  "homo_energy_ev": -9.81,
  "lumo_energy_ev": -0.548,
  "smiles": "C[C@H]1[C@H]2C(=O)N=CN21",
  "species": ["C", "C", "C", "C", "O", "N", "C", "N", "H", "H", "H", "H", "H", "H"],
  "xyz": [[0.5689, 1.5506, 0.1555], [-0.2152, 0.6743, -0.7136], [-0.0045, -0.7909, -0.9244], [0.7649, -1.5510, -0.0174], [1.4460, -2.7424, -0.1177], [0.1914, -1.0314, 1.4701], [-1.0809, -0.7358, 1.1162], [-1.2046, -0.2433, -0.2722], [1.5548, 1.4201, -0.5523], [0.5356, 1.2647, 1.4080], [-0.0748, 2.4927, 0.0682], [-0.5205, 1.3103, -1.6499], [-0.2064, -1.1520, -1.8273], [-1.7548, -0.4660, 1.8567]],
  "forces_ev_per_angstrom": [[0.6, 0.4, 1.6], [-1.0, 0.8, -1.5], [0.0, 1.9, 0.9], [3.2, -7.3, 3.9], [-4.4, 8.7, 0.5], [-3.2, -2.2, -3.1], [7.1, 1.4, -1.2], [-2.0, -2.5, 1.2], [-1.5, 1.6, 2.8], [0.9, 0.6, -4.1], [1.9, -0.6, 0.2], [0.4, -1.8, 1.5], [-0.5, -1.6, -3.7], [-1.6, 0.4, 1.0]],
  "nbo_charge": [-0.669, -0.012, -0.271, 0.655, -0.517, -0.434, 0.234, -0.405, 0.256, 0.262, 0.231, 0.233, 0.239, 0.199]
}


{
  "formula": "C5H6N2O",
  "method": "ωB97M-V with the def2-TZVPD basis set",
  "e_tot_ev": -10305.421,
  "orbital_gap_ev": 10.26,
  "homo_energy_ev": -9.77,
  "lumo_energy_ev": 0.491,
  "species": ["C", "C", "C", "C", "C", "H", "H", "H", "H", "H", "H", "N", "N", "O"],
  "xyz": [[-1.6824, -0.1329, 0.0817], [-0.9954, 1.1945, -0.4377], [0.2442, 0.5504, 0.4504], [1.5823, 0.1475, -0.0922], [0.1186, -1.6257, -0.0449], [-1.2455, 2.1719, 0.0553], [-0.7746, 1.0639, -1.6834], [0.6762, 1.0904, 1.3734], [1.9968, 0.7076, -1.0547], [2.3556, 0.3393, 0.9823], [-0.4063, -2.7015, 0.2877], [1.3058, -1.2954, -0.5196], [-0.5562, -0.6110, 0.7935], [-2.6190, -0.8989, -0.1917]],
  "forces_ev_per_angstrom": [[-2.4, -2.8, -1.5], [2.1, -1.5, -0.4], [0.4, 3.9, 1.3], [1.6, -0.6, -0.4], [1.5, -1.8, 2.4], [-0.4, -0.9, -1.3], [-0.9, 0.9, 3.7], [-2.4, 0.1, -1.1], [-0.8, -0.9, 2.4], [-1.6, -1.4, -3.9], [1.8, 2.7, -2.3], [-2.5, -0.7, 1.7], [1.5, -0.2, -1.3], [1.9, 3.2, 0.5]],
  "nbo_charge": [0.691, -0.526, -0.105, -0.255, 0.226, 0.261, 0.264, 0.215, 0.235, 0.205, 0.256, -0.430, -0.500, -0.536]
}